136
Properties=species:S:1:pos:R:3:forces:R:3:mulliken_charge:R:1 method="wB97M-V/def2-TZVPD" smiles=COC[C@H](C)N.COC[C@H](C)N.COC[C@H](C)N.COC[C@H](C)N.COC[C@H](C)N.COC[C@H](C)N.COC[C@H](C)N.COC[C@H](C)N e_tot_ha=-2311.7996 largest_force_ev_per_a=1.915 homo_lumo_gap_ha=0.3505 e_homo_ev=-8.906 e_above_lowest_kj_mol=144.4
C -0.93840 4.34300 0.14267 -0.1068 -0.2196 0.3227 -1.539
C -2.15069 4.58278 -0.75008 0.8923 0.5850 -0.2346 0.895
C -3.31218 5.13291 0.04668 -0.6417 -0.5051 0.5300 -0.732
O -4.35608 5.48400 -0.83454 0.1201 0.1930 -0.0663 -0.322
C -5.54698 5.83459 -0.16731 0.4461 -0.2876 0.1019 -0.606
N -1.72161 5.54444 -1.78568 -0.1450 -0.3264 -0.1567 -0.781
H -1.00518 3.46525 0.79058 -0.3052 0.0624 0.0188 0.189
H -0.80850 5.22428 0.77834 0.3004 -0.0389 -0.0143 0.426
H -0.05246 4.18496 -0.47064 0.0095 0.2095 -0.0603 0.359
H -2.41074 3.66274 -1.27109 -0.3239 -0.0031 0.0909 -0.013
H -3.00351 5.99827 0.66058 0.1108 0.1230 -0.3315 0.441
H -3.69148 4.41120 0.79375 0.1288 -0.1806 -0.2456 0.355
H -5.33884 6.52434 0.65956 -0.1200 0.1387 -0.0974 0.325
H -6.01176 4.93590 0.25873 -0.1538 0.0797 -0.0470 0.127
H -6.19070 6.29722 -0.90909 -0.1840 0.0266 0.1077 0.251
H -1.58352 6.46112 -1.37258 0.0047 0.0031 0.0247 0.272
H -2.46340 5.64271 -2.46890 -0.0320 0.1178 0.0476 0.297
C 7.55373 4.77245 -1.51190 -0.4029 0.3760 0.4699 -1.428
C 6.25077 4.60462 -2.28470 0.2637 -0.0036 -0.2444 0.354
C 5.45481 3.38614 -1.83360 0.2849 0.2761 -0.0294 -0.469
O 5.02874 3.59430 -0.50204 -0.7022 -0.0888 -0.8761 -0.371
C 4.14868 2.58074 -0.00511 1.0722 0.8067 1.3667 -0.591
N 5.45968 5.84222 -2.17966 -0.0982 -0.2543 -0.0343 -0.689
H 7.98461 5.74830 -1.73125 0.1491 -0.1188 -0.2944 0.392
H 8.26880 3.97428 -1.70463 0.0160 -0.0356 0.0676 0.345
H 7.29975 4.82762 -0.44920 0.1801 -0.2770 0.0137 0.223
H 6.49261 4.40571 -3.33571 -0.0209 0.1846 0.0049 0.421
H 6.09208 2.49249 -1.86168 -0.0857 -0.0601 -0.1917 0.419
H 4.61862 3.27445 -2.53692 -0.1448 -0.2044 0.2228 0.196
H 3.12342 2.92807 0.14455 -0.0541 0.0971 -0.4955 0.007
H 4.58709 2.49844 0.99491 -0.5821 -0.8423 0.1349 0.259
H 4.18300 1.64031 -0.55127 0.0916 0.0378 -0.1293 0.419
H 5.09549 6.12539 -3.07915 -0.0469 -0.0509 0.0057 0.262
H 4.67108 5.66412 -1.56739 0.0201 0.1671 0.0376 0.218
C 0.84517 -5.34260 -1.28948 -0.5924 0.0288 0.4145 -0.234
C 0.22645 -5.93856 -2.54386 -0.0010 0.0812 0.2843 0.645
C -0.37182 -7.29155 -2.24462 -0.2453 -0.4443 -0.1465 -0.743
O 0.62806 -8.14027 -1.72901 0.0586 0.1639 0.0508 -0.286
C 0.13395 -9.40647 -1.42452 -0.0350 -0.9566 -0.0963 -0.675
N -0.88258 -5.08970 -3.00168 0.2442 0.1234 -0.5172 -0.672
H 0.89406 -4.25995 -1.41699 0.4767 -0.0082 0.0833 -0.264
H 1.79823 -5.79327 -1.02619 0.1704 0.1757 -0.2528 0.373
H 0.19939 -5.51891 -0.42081 -0.1227 0.0541 -0.1343 -0.104
H 1.03034 -6.06977 -3.28017 -0.1360 0.0890 -0.1492 0.069
H -0.81081 -7.76193 -3.13866 0.0927 0.1676 -0.1195 0.375
H -1.21105 -7.16887 -1.54468 0.1617 0.0586 0.1795 0.293
H -0.57813 -9.41201 -0.58940 0.0349 0.1969 0.0193 0.195
H 0.96818 -10.06561 -1.17616 0.0494 0.2364 0.1548 0.262
H -0.36276 -9.89026 -2.28081 -0.0497 0.2815 -0.0305 0.312
H -0.63706 -4.10502 -2.95543 0.1175 -0.0658 0.1817 0.195
H -1.02962 -5.25056 -3.99438 -0.2103 -0.1175 0.0928 0.302
C -1.91233 -5.79517 2.23412 0.2964 0.3987 -0.0328 -1.037
C -3.30377 -6.37781 2.51889 0.4029 0.4570 0.3554 0.440
C -3.30622 -7.88532 2.33815 -0.4504 -0.1871 -0.2163 -0.636
O -4.55333 -8.43379 2.72679 -0.1147 0.0944 0.4333 -0.342
C -5.27797 -9.14759 1.77147 0.0387 -0.2033 -0.8701 -0.697
N -3.83052 -5.93668 3.82176 -0.0128 -0.3050 -0.3309 -0.742
H -2.05010 -4.93190 1.58161 0.2777 -0.0899 -0.1681 0.061
H -1.22212 -6.50243 1.76713 -0.2115 -0.0421 -0.2286 0.280
H -1.36387 -5.39855 3.09159 -0.3950 -0.2396 0.3327 0.409
H -3.94577 -5.92342 1.76163 -0.3104 -0.2809 0.0597 0.218
H -2.56196 -8.37882 2.97231 0.3000 0.2160 -0.1423 0.265
H -3.12130 -8.10202 1.27784 0.2207 -0.1368 0.1488 0.338
H -5.97859 -8.50857 1.21841 -0.0572 -0.0002 0.1628 0.269
H -5.82255 -9.95659 2.25548 -0.0867 0.1009 0.1175 0.254
H -4.62628 -9.60569 1.01210 0.0236 0.0103 0.1897 0.297
H -3.39075 -6.48733 4.55578 0.1299 0.1251 0.0155 0.282
H -4.80115 -6.23600 3.84062 -0.0233 0.0923 0.1305 0.328
C 3.10242 0.36918 -3.34442 -0.0538 0.0307 0.5395 -1.218
C 2.17454 -0.66942 -3.95173 -0.1549 -0.2434 -0.4596 0.439
C 2.39849 -2.09129 -3.46139 0.4056 0.5131 0.0141 -0.536
O 3.74785 -2.45387 -3.66954 0.1248 0.0026 -0.2189 -0.378
C 3.94981 -3.78816 -3.31234 -0.2806 -0.8029 0.3198 -0.678
N 0.74016 -0.38473 -3.77772 0.2535 0.2614 0.4639 -0.794
H 2.92414 1.33588 -3.82065 0.0404 0.0233 0.0357 0.396
H 4.15944 0.12005 -3.44068 -0.0367 -0.1073 -0.1845 0.478
H 2.89730 0.47665 -2.27239 -0.0623 0.0298 -0.0636 0.076
H 2.38165 -0.70049 -5.02916 -0.0652 0.0232 0.0327 0.341
H 1.73412 -2.73628 -4.04709 -0.0820 -0.1817 0.2401 0.415
H 2.19688 -2.17319 -2.38192 -0.3318 -0.0275 -0.0570 0.044
H 3.28886 -4.46656 -3.87415 0.0407 0.1182 -0.0940 0.249
H 3.71820 -3.96752 -2.25048 0.0847 0.1405 -0.0268 0.273
H 4.97390 -4.10772 -3.49244 0.0953 0.3406 -0.0942 0.314
H 0.51264 -0.43308 -2.77240 0.1976 -0.1103 -0.3824 0.331
H 0.60610 0.60839 -3.95729 -0.0914 -0.0836 -0.2986 0.317
C 5.83519 4.92367 5.15450 0.6700 -0.4399 0.1450 -1.535
C 4.33609 5.18573 5.21975 1.2017 0.4274 0.3320 0.752
C 3.57623 4.16953 4.39195 -0.3030 0.6658 -0.3288 -0.812
O 3.81932 4.33421 3.00631 0.4794 -0.2510 -0.0968 -0.046
C 3.10704 5.35942 2.39788 -1.3416 0.6010 -0.5391 -0.727
N 3.89302 5.13474 6.62057 -0.1762 0.2702 -0.1419 -0.724
H 6.10066 3.89650 5.42922 -0.2371 0.0020 -0.0120 0.347
H 6.41661 5.55703 5.83250 -0.2834 0.1608 0.0203 0.416
H 6.24515 5.10145 4.15983 -0.2299 -0.0286 -0.0859 0.307
H 4.25818 6.19489 4.79004 -0.5925 -0.0988 -0.0632 0.126
H 2.50228 4.30413 4.58926 -0.0083 -0.3567 0.0424 0.319
H 3.91804 3.16397 4.62694 -0.1989 -0.0641 0.2278 0.306
H 2.01665 5.17210 2.41926 0.1083 -0.1372 0.2186 0.301
H 3.33756 5.42629 1.33450 0.4661 -0.2241 0.0909 0.107
H 3.22469 6.36628 2.81682 0.3850 -0.1692 0.2143 0.336
H 2.99259 5.59700 6.71369 -0.1054 -0.2281 -0.0842 0.250
H 4.51149 5.71437 7.17886 0.1430 -0.1824 0.0025 0.278
C -4.34767 0.31131 -0.31579 0.3938 -0.5541 0.7355 -1.202
C -5.35292 1.04072 -1.18214 0.1784 0.7246 0.0288 0.655
C -6.37669 1.79586 -0.36441 -0.4992 0.0782 0.4250 -0.930
O -7.40301 0.91246 0.04542 0.3533 -0.2524 0.0165 -0.381
C -8.41091 1.52954 0.80569 -0.1619 0.4627 -0.0631 -0.720
N -4.61522 2.09393 -1.92401 -0.2365 -0.5401 -0.7212 -0.512
H -4.01449 -0.63512 -0.74715 0.2093 0.1938 -0.2264 0.392
H -4.67445 0.03354 0.69222 -0.5770 0.0979 -0.2227 0.385
H -3.49647 0.96825 -0.11595 0.0579 -0.0224 -0.3235 -0.053
H -5.88395 0.34535 -1.83925 -0.0164 -0.0169 0.0291 0.314
H -6.81528 2.63052 -0.93113 0.0891 -0.0949 -0.1629 0.443
H -5.89282 2.23917 0.51989 0.0446 -0.0007 -0.0796 0.318
H -8.67583 0.89959 1.65365 -0.0232 -0.0787 -0.0480 0.270
H -9.29696 1.71244 0.18664 -0.0101 -0.0979 0.0647 0.246
H -8.08830 2.50672 1.18585 0.0492 -0.1158 0.0887 0.310
H -5.26418 2.51333 -2.58850 0.0185 0.2186 0.1876 0.226
H -3.94411 1.64067 -2.54360 0.1480 0.0025 0.2488 0.233
C -0.79759 -1.86117 -0.13761 0.7358 0.0835 0.6257 -1.636
C -0.66573 -0.38685 0.17954 -0.8958 0.9456 -1.1525 1.406
C 0.25967 -0.06322 1.32699 0.4734 -0.3467 0.1482 -1.064
O 0.49713 1.32332 1.31275 -0.0029 0.3255 0.1127 -0.032
C 1.37353 1.73579 2.34028 -0.1471 0.0584 0.0201 -0.872
N -0.22768 0.33984 -1.04999 0.2715 0.0352 0.6399 -0.352
H -1.42614 -2.04847 -1.00392 -0.1558 0.0408 0.0530 0.432
H -1.15419 -2.40219 0.74147 -0.1604 -0.1479 -0.1527 0.429
H 0.21368 -2.21623 -0.36055 -0.1182 -0.1890 -0.0971 0.136
H -1.64054 0.05142 0.42777 -0.0159 -0.3685 0.3711 -0.487
H 1.22927 -0.58474 1.25951 -0.1049 -0.0764 -0.2349 0.413
H -0.19089 -0.38832 2.27557 -0.0761 0.1001 -0.0329 0.410
H 1.65087 2.77645 2.18133 -0.0997 0.0079 -0.1354 -0.056
H 2.29223 1.14017 2.32071 -0.0301 -0.0470 0.1919 0.440
H 0.85979 1.66149 3.30503 0.2524 -0.1315 0.1095 0.431
H 0.22394 1.18961 -0.72068 0.1082 0.0046 -0.1538 0.140
H -1.03971 0.67927 -1.55680 -0.0951 -0.2351 0.0111 0.256